Record 1
Formula: C9H18IN2O
Source: the Open Molecules 2025 dataset
Level of theory: ωB97M-V with the def2-TZVPD basis set

```
! wB97M-V def2-TZVPD RIJCOSX def2/J DEFGRID3
* xyz 1 1
C 4.049 -1.265 -0.012
C 3.174 -0.041 0.257
C 1.815 -0.128 -0.429
C 0.958 1.123 -0.185
C 1.463 2.357 -0.975
C -0.495 0.853 -0.408
C -1.495 0.805 0.502
N -2.662 0.487 -0.151
C -2.401 0.348 -1.444
N -1.103 0.557 -1.625
I -0.266 0.418 -3.477
H 3.439 -2.173 -0.059
H 4.559 -1.176 -0.972
H 4.796 -1.404 0.768
H 3.693 0.861 -0.083
H 3.012 0.081 1.334
H 1.962 -0.261 -1.509
H 1.288 -1.020 -0.069
H 1.026 1.363 0.881
H 2.257 2.076 -1.669
H 0.671 2.842 -1.547
H 1.870 3.108 -0.298
H -1.444 0.978 1.565
H -3.579 0.371 0.258
H -3.107 0.097 -2.220
C -4.057 -1.770 2.245
O -3.982 -2.463 1.005
H -4.941 -2.127 2.764
H -3.182 -1.964 2.870
H -4.166 -0.686 2.107
H -3.151 -2.248 0.575
*
```

Computed properties:
LUMO ... -4.7 eV
Strongest force on any atom ... 0.60 eV/Å
Energy ... -22746.2719 eV
HOMO energy ... -13.6 eV
Kohn-Sham gap ... 8.92 eV

Mulliken population analysis, charges in e, atoms 1 to 6:
1 C -1.2791
2 C -0.3935
3 C -0.9023
4 C 0.7673
5 C -1.5176
6 C -0.0740

***

Record 2
Formula: C3H3CeO3
Source: the Open Molecules 2025 dataset
Level of theory: ωB97M-V with the def2-TZVPD basis set

```
! wB97M-V def2-TZVPD RIJCOSX def2/J DEFGRID3
* xyz 1 3
C 2.181 -2.477 0.700
C 1.420 -2.041 -0.323
O 0.760 -0.900 -0.359
Ce -0.939 0.213 -1.702
H 2.276 -1.898 1.622
H 2.759 -3.394 0.588
H 1.331 -2.682 -1.218
O 1.352 1.810 -2.000
C 2.371 1.330 -2.323
O 3.371 0.997 -2.792
*
```

Computed properties:
LUMO (spin up / spin down) ... -5.1 / -5.3 eV
Strongest force on any atom ... 4.17 eV/Å
Energy ... -22221.8754 eV
HOMO energy (spin up / spin down) ... -11.0 / -11.1 eV
Kohn-Sham gap (spin up / spin down) ... 5.96 / 5.72 eV
⟨S²⟩ ... 2.002

Mulliken population analysis, charges in e, atoms 1 to 6:
1 C -0.7790
2 C 0.1771
3 O -0.7161
4 Ce 1.5084
5 H 0.2393
6 H 0.2471

***

Record 3
Formula: C10H17BrNO
Source: the Open Molecules 2025 dataset
Level of theory: ωB97M-V with the def2-TZVPD basis set

```
! wB97M-V def2-TZVPD RIJCOSX def2/J DEFGRID3
* xyz 1 1
C -0.306 -3.162 -0.782
N -0.598 -1.998 0.149
C 0.590 -1.112 0.618
C -0.165 0.137 -0.041
C -0.430 1.316 1.030
C 0.871 1.817 1.437
C 1.542 2.466 0.225
C 1.776 1.471 -0.963
C 0.484 0.673 -1.232
C -1.327 -0.807 -0.435
C -2.802 -0.702 0.387
O -3.182 -1.463 1.213
Br -3.956 0.714 -0.136
H 0.226 -3.882 -0.179
H -1.181 -3.561 -1.176
H 0.264 -2.552 -1.534
H -1.119 -2.372 0.859
H 1.521 -1.392 0.109
H 0.724 -1.059 1.697
H -1.045 0.802 1.730
H -1.014 2.001 0.502
H 1.537 0.933 1.620
H 0.789 2.404 2.254
H 0.979 3.307 -0.047
H 2.496 2.896 0.540
H 1.895 2.133 -1.737
H 2.694 0.878 -0.890
H -0.252 1.173 -1.884
H 0.681 -0.143 -1.860
H -1.691 -0.916 -1.475
*
```

Computed properties:
LUMO ... -3.0 eV
Strongest force on any atom ... 4.50 eV/Å
Energy ... -84217.4709 eV
HOMO energy ... -14.1 eV
Structure (SMILES) ... C[N@H+]1CC2(CCCCC2)[C@@H]1C(=O)Br
Kohn-Sham gap ... 11.09 eV

Mulliken population analysis, charges in e, atoms 1 to 6:
1 C -0.9229
2 N 0.0782
3 C -0.9566
4 C 1.8658
5 C -1.5270
6 C -0.6335

***

Record 4
Formula: C3H5N3
Source: the Open Molecules 2025 dataset
Level of theory: ωB97M-V with the def2-TZVPD basis set

```
! wB97M-V def2-TZVPD RIJCOSX def2/J DEFGRID3
* xyz 0 1
H 2.715 -1.258 -0.246
N 2.030 -0.522 -0.085
C 0.845 -0.975 -0.199
C -0.332 -0.119 0.014
N -1.644 -0.667 -0.179
C -0.117 1.137 0.385
N 0.084 2.257 0.824
H 0.585 -2.012 -0.451
H -2.176 -0.154 -0.874
H -2.181 -0.682 0.680
H 0.192 2.995 0.131
*
```

Computed properties:
LUMO ... 0.8 eV
Strongest force on any atom ... 0.70 eV/Å
Energy ... -7660.4563 eV
HOMO energy ... -8.7 eV
Structure (SMILES) ... [H]/N=C/C(N)=C=N
Kohn-Sham gap ... 9.60 eV

Mulliken population analysis, charges in e, atoms 1 to 6:
1 H 0.2410
2 N -0.6317
3 C 0.0011
4 C -0.3322
5 N -0.5601
6 C 0.5835

***

Record 5
Formula: C3H7N5O
Source: the Open Molecules 2025 dataset
Level of theory: ωB97M-V with the def2-TZVPD basis set

```
! wB97M-V def2-TZVPD RIJCOSX def2/J DEFGRID3
* xyz 0 1
N 1.139 -0.396 -0.123
C -0.792 -0.512 -0.248
C 1.413 0.796 -0.403
N 1.653 -1.643 -0.471
N -1.063 -1.133 0.973
C -1.223 1.154 -0.288
N 2.195 1.721 -0.392
N -1.865 1.759 0.616
O -1.093 -1.045 -1.320
H 1.953 -2.221 0.307
H 1.157 -1.988 -1.292
H -2.035 -1.162 1.242
H -0.404 -0.934 1.719
H 2.023 2.698 -0.563
H -1.573 1.483 1.559
H -1.483 1.425 -1.316
*
```

Computed properties:
LUMO ... -0.8 eV
Strongest force on any atom ... 4.87 eV/Å
Energy ... -12717.2551 eV
HOMO energy ... -8.6 eV
Kohn-Sham gap ... 7.82 eV

Mulliken population analysis, charges in e, atoms 1 to 6:
1 N -0.0564
2 C 0.8607
3 C 0.4378
4 N -0.6068
5 N -0.5421
6 C -0.4008

***

Record 6
Formula: C2H2O3
Source: the Open Molecules 2025 dataset
Level of theory: ωB97M-V with the def2-TZVPD basis set

```
! wB97M-V def2-TZVPD RIJCOSX def2/J DEFGRID3
* xyz 0 1
C -0.572 -0.703 0.055
C -3.810 -0.193 -0.697
O -0.695 0.410 -0.303
O -3.637 -0.850 0.411
O -4.124 0.520 0.303
H -1.464 -1.336 0.200
H 0.442 -1.173 0.214
*
```

Computed properties:
LUMO ... 0.2 eV
Strongest force on any atom ... 3.16 eV/Å
Energy ... -8242.3316 eV
HOMO energy ... -10.3 eV
Kohn-Sham gap ... 10.43 eV

Mulliken population analysis, charges in e, atoms 1 to 6:
1 C 0.0129
2 C 0.1897
3 O -0.3553
4 O -0.1393
5 O -0.0712
6 H 0.1138